# 1
99
Properties=species:S:1:pos:R:3:forces:R:3:lowdin_charge:R:1 method="wB97M-V/def2-TZVPD" s_squared=0.7594 multiplicity=2 homo_energy_ev="-12.23 / -12.23" total_charge=+2
Co 0.179 -0.155 -0.254 -1.6 0.9 0.0 0.55
C -1.679 0.422 1.981 -0.1 -0.1 0.1 -0.14
C -1.148 -0.864 2.613 0.0 0.0 0.0 -0.09
C 0.338 -0.826 2.789 0.1 0.0 -0.1 -0.28
C 0.908 -1.147 4.010 0.0 0.0 0.1 0.00
C 2.280 -1.068 4.171 0.0 0.0 0.0 -0.02
C 3.041 -0.660 3.090 0.1 0.0 0.1 -0.04
C 2.397 -0.376 1.905 -0.1 0.0 0.0 -0.16
N 1.071 -0.452 1.730 0.2 -0.1 0.1 0.05
N -1.782 0.301 0.507 0.7 -0.2 -0.1 -0.18
C -2.811 -0.700 0.162 0.0 -0.1 -0.1 -0.10
C -2.245 -1.882 -0.557 -0.1 0.1 0.0 -0.27
C -3.088 -2.911 -0.948 -0.1 -0.1 -0.1 0.00
C -2.564 -3.990 -1.633 0.0 0.0 0.1 -0.02
C -1.200 -4.012 -1.886 -0.1 -0.1 -0.1 -0.03
C -0.431 -2.955 -1.457 -0.1 0.1 0.2 -0.18
N -0.935 -1.892 -0.799 1.0 -0.1 -0.2 0.05
C -2.130 1.599 -0.097 -0.2 0.0 0.0 -0.14
C -0.952 2.510 -0.105 0.0 0.1 0.1 -0.27
C -1.096 3.878 -0.272 0.0 0.1 0.1 -0.01
C 0.038 4.673 -0.299 0.0 0.0 0.0 0.00
C 1.275 4.075 -0.097 0.0 0.1 0.0 -0.01
C 1.326 2.708 0.073 -0.1 0.0 0.1 -0.08
N 0.241 1.923 0.029 0.6 -0.2 -0.4 0.07
H -1.013 1.252 2.212 0.0 0.0 0.0 0.13
H -2.663 0.664 2.394 -0.1 0.0 -0.1 0.14
H -1.405 -1.727 1.990 0.0 0.0 0.1 0.12
H -1.616 -1.016 3.584 0.0 0.0 0.0 0.13
H 0.274 -1.455 4.832 0.0 0.0 0.0 0.12
H 2.740 -1.313 5.119 0.0 0.0 0.0 0.12
H 4.116 -0.567 3.156 0.0 0.0 0.0 0.12
H 2.981 -0.097 1.047 0.0 -0.1 0.0 0.07
H -3.579 -0.248 -0.465 0.0 0.1 0.0 0.14
H -3.320 -1.044 1.062 0.0 0.0 0.1 0.14
H -4.145 -2.852 -0.719 0.1 0.0 0.0 0.13
H -3.206 -4.797 -1.963 0.0 0.0 0.0 0.12
H -0.735 -4.836 -2.409 0.0 0.0 0.0 0.12
H 0.632 -2.962 -1.617 0.0 -0.1 0.1 0.04
H -2.969 2.067 0.426 0.0 0.0 0.1 0.15
H -2.432 1.414 -1.128 0.0 0.0 0.0 0.08
H -2.085 4.310 -0.383 0.1 0.0 0.0 0.13
H -0.044 5.741 -0.458 0.0 -0.1 0.0 0.13
H 2.184 4.661 -0.067 0.0 0.0 0.0 0.12
H 2.265 2.220 0.285 -0.1 0.0 0.0 0.09
S 4.261 -0.264 -2.353 0.0 0.0 0.0 1.12
C 3.108 -1.215 -3.171 0.1 0.0 -0.1 -0.34
C 1.903 -1.095 -2.573 0.0 0.2 0.1 -0.27
N 1.880 -0.271 -1.457 -0.2 -0.5 0.2 -0.06
C 3.075 0.236 -1.260 0.0 0.0 -0.2 -0.48
H 3.361 -1.789 -4.050 0.0 0.0 0.1 0.09
H 0.996 -1.546 -2.933 0.0 0.1 0.0 0.05
H 3.322 0.957 -0.500 0.0 -0.2 0.0 0.05
N 0.350 -5.419 1.315 0.0 0.0 0.0 0.09
C 1.617 -4.977 1.149 0.2 0.0 -0.1 -0.82
S 1.902 -3.379 0.693 0.0 -0.3 0.2 0.71
N 2.558 -5.918 1.358 0.1 0.1 0.0 0.06
C 3.973 -5.848 1.172 -0.1 0.0 -0.1 -0.25
C 4.727 -4.743 1.536 0.1 0.1 0.1 -0.06
C 6.096 -4.751 1.308 0.0 0.0 0.0 -0.07
C 6.718 -5.856 0.741 0.0 0.1 0.0 -0.08
C 5.961 -6.971 0.413 0.0 0.0 0.0 -0.07
C 4.592 -6.968 0.630 0.0 0.0 0.0 -0.03
H -0.398 -4.757 1.240 0.0 0.0 0.0 0.08
H 0.138 -6.355 1.618 0.0 0.0 0.0 0.11
H 2.222 -6.858 1.500 0.0 0.0 0.1 0.14
H 4.258 -3.895 2.014 0.0 0.0 -0.1 0.07
H 6.681 -3.884 1.586 0.0 0.0 0.0 0.11
H 7.788 -5.856 0.579 0.0 0.0 0.0 0.11
H 6.431 -7.845 -0.020 0.0 0.0 0.0 0.11
H 4.001 -7.843 0.378 0.0 0.1 0.0 0.12
C -1.507 3.498 -8.628 0.0 0.0 0.0 -0.09
C -1.781 2.394 -7.611 0.0 0.1 -0.1 -0.24
C -1.232 2.765 -6.246 0.0 -0.1 -0.1 -0.16
N -1.341 1.625 -5.323 0.1 0.1 -0.2 0.05
C -1.392 1.638 -4.008 -0.2 0.0 0.3 -0.78
S -1.047 0.268 -3.073 -0.1 0.1 -0.2 0.75
N -1.741 2.819 -3.374 0.0 0.1 -0.2 0.11
C -2.793 3.736 -3.595 0.1 -0.2 0.0 -0.40
O -2.809 4.736 -2.918 0.0 0.0 0.0 0.11
C -3.846 3.391 -4.588 0.0 0.0 0.1 -0.18
C -4.365 2.104 -4.691 0.0 -0.1 0.0 -0.04
C -5.378 1.842 -5.601 0.0 0.0 0.0 -0.06
C -5.860 2.857 -6.417 0.0 0.0 0.0 -0.06
C -5.348 4.145 -6.307 0.0 0.0 0.0 -0.05
C -4.354 4.416 -5.381 0.0 0.1 0.0 -0.02
H -1.894 3.224 -9.609 0.0 0.0 0.0 0.08
H -0.435 3.680 -8.730 -0.1 0.0 0.0 0.08
H -1.983 4.434 -8.326 0.0 0.0 0.0 0.08
H -1.314 1.462 -7.947 0.0 0.0 0.0 0.11
H -2.857 2.215 -7.529 0.0 0.0 0.0 0.11
H -1.772 3.618 -5.853 0.0 0.0 0.0 0.10
H -0.178 3.045 -6.328 0.0 0.0 0.0 0.14
H -1.145 0.719 -5.723 0.0 -0.1 0.0 0.13
H -1.272 2.978 -2.496 0.0 0.0 0.1 0.10
H -3.998 1.309 -4.049 0.0 0.0 0.0 0.11
H -5.795 0.845 -5.671 0.0 0.0 0.0 0.11
H -6.645 2.647 -7.133 0.0 0.0 0.0 0.11
H -5.730 4.939 -6.936 0.0 0.0 0.0 0.12
H -3.960 5.420 -5.266 0.0 0.0 0.0 0.13

# 2
43
Properties=species:S:1:pos:R:3:forces:R:3:lowdin_charge:R:1 method="wB97M-V/def2-TZVPD" homo_energy_ev=-8.33 smiles="C=C(C)[C@@H]1Cc2cc3c(cc2O1)OC[C@@]1(O)c2ccc(O)cc2O[C@@H]31"
C -0.443 3.184 -4.788 2.3 -1.0 1.3 0.08
C 0.813 2.607 -4.683 -3.1 2.7 -0.9 -0.28
C 1.596 2.366 -5.967 -0.4 -1.0 0.8 -0.06
C 1.464 2.405 -3.340 0.8 -0.6 -1.7 -0.27
C 1.549 0.897 -3.019 0.0 -0.4 0.5 -0.06
C 1.137 0.917 -1.589 0.9 -0.7 0.8 -0.14
C 1.195 -0.122 -0.645 -0.1 1.3 -1.3 0.05
C 0.721 0.124 0.624 -1.1 -0.6 1.3 -0.09
C 0.196 1.388 0.959 0.2 -1.3 -0.4 -0.20
C 0.194 2.365 -0.009 -0.7 2.8 0.6 0.08
C 0.729 2.207 -1.252 0.1 -2.7 0.0 -0.23
O 0.813 3.084 -2.271 -0.6 0.2 0.2 0.04
O -0.343 1.646 2.198 0.0 0.4 -0.2 -0.02
C -1.006 0.535 2.793 0.0 -0.2 0.6 -0.07
C -0.005 -0.613 2.998 0.4 -0.3 -0.9 -0.37
O 1.048 -0.304 3.910 -0.8 -0.1 0.0 0.04
C -0.718 -1.886 3.324 -0.3 0.1 1.1 -0.10
C -1.397 -2.268 4.472 -0.4 -1.1 -0.4 0.02
C -2.133 -3.478 4.466 0.3 0.4 0.1 -0.02
C -2.202 -4.253 3.308 0.2 0.8 0.9 -0.31
O -2.882 -5.445 3.310 0.3 0.4 -0.6 0.05
C -1.543 -3.806 2.174 -0.3 -1.8 -1.1 0.07
C -0.773 -2.679 2.194 -0.7 0.5 0.9 -0.23
O -0.137 -2.145 1.143 0.3 0.2 -1.1 0.06
C 0.613 -1.014 1.621 1.1 0.5 0.4 -0.14
H -0.904 3.425 -5.714 0.0 -0.1 -0.9 0.04
H -1.042 3.498 -3.935 0.4 -0.3 0.1 0.06
H 1.934 1.326 -5.986 0.2 0.0 -0.1 0.08
H 1.002 2.503 -6.876 0.0 0.2 0.4 0.08
H 2.467 2.995 -6.002 0.5 0.3 -0.1 0.07
H 2.490 2.802 -3.365 -0.2 0.0 -0.1 0.16
H 0.863 0.225 -3.559 0.2 0.5 -0.3 0.14
H 2.563 0.518 -3.135 0.0 0.0 -0.2 0.13
H 1.586 -1.094 -0.933 -0.2 0.1 0.1 0.14
H -0.247 3.339 0.184 0.0 -0.1 0.4 0.14
H -1.864 0.238 2.150 0.5 -0.1 0.4 0.16
H -1.388 0.826 3.802 0.3 0.1 -0.9 0.15
H 1.523 0.452 3.557 0.1 0.3 0.0 0.10
H -1.324 -1.694 5.379 -0.1 0.2 0.2 0.12
H -2.645 -3.865 5.348 0.2 0.4 0.0 0.11
H -3.512 -5.428 4.034 0.0 -0.1 0.2 0.10
H -1.635 -4.417 1.285 0.1 0.1 -0.2 0.13
H 1.645 -1.362 1.833 -0.5 -0.1 0.0 0.17

# 3
14
Properties=species:S:1:pos:R:3:forces:R:3:lowdin_charge:R:1 method="wB97M-V/def2-TZVPD" homo_energy_ev=-9.17
C -1.933 -0.420 -0.131 0.6 -0.7 -1.7 -0.39
C 1.140 -0.822 0.798 1.5 -1.0 -4.6 -0.51
C -2.107 1.123 0.272 -2.7 -1.4 2.3 -0.05
C 2.322 -0.615 -0.173 1.4 2.7 -0.3 -0.13
O -2.476 -1.440 -0.556 0.5 3.7 2.2 0.03
O 1.117 -1.426 1.787 -0.7 -0.3 2.3 0.14
O 0.518 0.893 -0.979 -1.7 -0.9 -0.4 -0.58
S -0.027 -0.505 -0.654 -1.7 1.6 0.5 1.02
H -1.492 1.393 1.129 0.6 -0.7 -0.2 0.08
H -3.065 1.660 0.598 0.6 -1.6 -1.0 0.11
H -1.722 1.613 -0.553 0.9 1.0 -1.7 0.02
H 2.125 -0.915 -1.221 -0.1 -0.6 0.9 0.06
H 2.349 0.530 -0.454 0.7 -2.1 1.3 0.12
H 3.252 -1.070 0.140 0.1 0.1 0.4 0.08

# 4
18
Properties=species:S:1:pos:R:3:forces:R:3:lowdin_charge:R:1 method="wB97M-V/def2-TZVPD" homo_energy_ev=-7.57
C 1.215 0.238 -1.301 -1.1 -2.2 3.3 -0.20
C 0.345 -2.599 0.002 2.3 2.7 2.0 -0.25
C -1.610 -0.327 -1.414 0.4 3.3 0.8 -0.23
N -0.002 1.670 1.855 -0.3 -0.1 0.3 -0.86
Si -0.095 -0.733 -0.256 0.3 0.9 0.7 0.53
P -0.106 0.172 2.289 -0.2 -0.9 -2.2 0.61
P -0.081 2.963 3.031 -0.9 -0.2 -0.9 0.59
H 1.001 1.233 -1.112 0.1 2.0 0.1 0.00
H 2.139 -0.188 -1.044 1.6 0.2 0.1 0.00
H 0.836 -0.145 -2.165 -0.5 -0.5 -3.0 -0.03
H 0.252 -3.165 -0.847 0.0 -1.5 -2.3 -0.03
H 1.495 -2.616 0.382 -2.9 -0.1 -0.7 0.09
H -0.369 -2.971 0.719 0.2 -0.3 0.6 0.00
H -2.555 -0.284 -0.919 -0.8 -0.4 0.5 -0.01
H -1.619 0.745 -1.962 0.7 -2.3 1.3 0.09
H -1.643 -1.040 -2.173 -0.1 -1.4 -1.4 -0.02
H -0.479 3.870 1.984 0.4 0.2 0.7 -0.12
H 1.276 3.177 2.930 0.8 0.6 0.0 -0.15

# 5
123
Properties=species:S:1:pos:R:3:forces:R:3:lowdin_charge:R:1 method="wB97M-V/def2-TZVPD" homo_energy_ev=-8.92 smiles="COC[C@@]1(CC(N)(N)N)C[C@@](O)(CCO[Si](C)(C)C)OC1=O.CC(C)O.CC(C)O.CC(C)O.CC(C)O.CC(C)O.CC(C)O"
C 1.035 -1.257 3.307 0.2 0.4 0.4 -0.09
O 1.630 -1.233 2.032 -0.2 -0.2 0.0 -0.16
C 1.540 -2.436 1.311 0.2 -0.2 -0.1 -0.13
C 2.611 -3.525 1.712 -0.9 0.3 0.1 -0.25
C 3.869 -2.723 2.051 0.2 -1.5 -0.2 -0.05
C 5.209 -3.468 2.083 1.1 1.3 0.4 -0.64
N 5.603 -3.957 0.781 0.0 -0.5 0.4 0.10
N 5.272 -4.526 3.072 -0.5 -0.2 -0.3 0.09
N 6.254 -2.448 2.495 -0.4 0.2 -0.1 0.06
C 2.132 -4.576 2.731 0.0 0.6 -0.3 -0.02
C 1.318 -5.536 1.887 0.4 -3.5 1.5 -0.45
O 1.803 -6.827 2.358 0.0 0.1 0.1 -0.01
C -0.208 -5.673 2.027 -0.1 1.5 -1.1 -0.04
C -0.982 -4.503 2.635 -0.7 -0.3 -1.0 -0.23
O -1.910 -3.998 1.649 0.1 0.5 0.6 -0.22
Si -2.780 -2.634 2.111 -0.8 0.5 -0.2 0.46
C -4.580 -2.810 1.582 0.8 0.3 0.0 -0.15
C -2.781 -2.331 3.980 0.1 -0.3 -0.7 -0.15
C -2.148 -1.042 1.306 -0.3 -0.5 0.0 -0.14
O 1.820 -5.478 0.565 -0.6 1.6 0.4 0.12
C 2.615 -4.357 0.433 -0.5 -1.2 1.5 -0.43
O 3.121 -4.140 -0.591 1.1 1.0 -2.4 0.17
H 1.645 -0.640 3.961 0.1 0.1 0.1 0.09
H 0.038 -0.820 3.310 -0.2 -0.1 -0.2 0.07
H 0.999 -2.242 3.759 0.0 -0.2 -0.1 0.07
H 0.527 -2.842 1.290 -0.1 0.0 0.2 0.12
H 1.778 -2.180 0.286 0.1 0.3 -0.2 0.14
H 3.988 -1.902 1.361 -0.1 0.3 -0.3 0.13
H 3.717 -2.307 3.041 -0.1 0.2 0.2 0.13
H 6.576 -4.234 0.878 0.0 -0.2 -0.2 0.08
H 5.582 -3.186 0.127 0.0 0.1 -0.2 0.04
H 6.206 -4.506 3.458 0.0 -0.1 0.1 0.07
H 4.622 -4.327 3.819 0.1 0.0 0.2 0.06
H 6.615 -1.997 1.661 0.0 0.0 -0.1 0.06
H 5.805 -1.689 3.002 0.1 -0.1 0.3 0.06
H 1.640 -4.229 3.631 -0.4 0.3 -0.1 0.12
H 2.931 -5.209 3.094 0.5 0.1 -0.2 0.11
H 1.380 -7.523 1.838 0.0 0.1 0.0 0.10
H -0.483 -6.574 2.543 0.3 -0.3 0.4 0.12
H -0.599 -5.791 1.020 -0.1 0.0 -0.2 0.13
H -0.361 -3.674 2.948 0.3 -0.1 0.4 0.07
H -1.575 -4.888 3.454 0.1 0.1 0.5 0.11
H -4.648 -2.534 0.535 -0.1 -0.2 -0.3 0.03
H -5.130 -2.037 2.120 -0.1 -0.2 0.2 0.01
H -4.980 -3.802 1.745 -0.2 -0.1 0.1 0.03
H -3.643 -1.709 4.199 -0.2 0.2 0.0 0.03
H -1.889 -1.781 4.255 0.2 0.0 0.3 0.01
H -2.885 -3.244 4.555 0.1 -0.1 0.2 0.03
H -1.314 -1.195 0.627 0.3 0.0 0.0 0.03
H -1.908 -0.295 2.053 0.3 0.1 0.2 0.02
H -2.954 -0.613 0.717 -0.2 0.0 -0.1 0.03
C -7.901 0.173 4.253 0.1 -0.1 0.2 -0.06
C -7.030 0.932 3.262 -0.6 -0.1 -0.2 -0.49
C -7.851 1.922 2.452 0.1 0.1 0.0 -0.06
O -6.380 0.010 2.385 0.3 0.0 0.1 -0.07
H -8.670 -0.399 3.728 0.0 0.1 0.0 0.08
H -7.302 -0.539 4.823 0.0 0.0 0.0 0.08
H -8.391 0.853 4.951 0.0 0.0 0.0 0.08
H -6.240 1.460 3.798 0.1 -0.1 -0.1 0.14
H -8.617 1.405 1.870 0.0 0.0 0.0 0.06
H -7.218 2.453 1.741 0.0 0.0 0.0 0.08
H -8.340 2.653 3.099 0.0 0.0 0.0 0.08
H -7.063 -0.468 1.900 0.0 0.1 0.0 0.09
C 6.336 -0.671 -3.715 -0.1 0.1 0.0 -0.05
C 6.826 -0.879 -2.292 0.0 -0.5 -0.4 -0.49
C 8.078 -1.742 -2.255 0.1 0.0 0.2 -0.05
O 5.799 -1.488 -1.508 0.0 0.1 0.3 -0.07
H 6.075 -1.626 -4.180 0.1 0.0 0.0 0.09
H 5.436 -0.055 -3.724 0.1 0.1 0.0 0.09
H 7.097 -0.183 -4.324 0.0 0.0 0.0 0.06
H 7.037 0.087 -1.834 -0.1 0.0 0.1 0.12
H 7.873 -2.733 -2.669 0.0 0.0 -0.1 0.08
H 8.415 -1.884 -1.227 0.0 0.1 0.0 0.08
H 8.890 -1.288 -2.826 0.0 0.0 0.0 0.08
H 5.597 -2.348 -1.901 -0.1 0.1 -0.1 0.09
C -11.591 0.552 -0.072 0.0 0.0 0.2 -0.06
C -10.909 1.840 -0.508 -0.1 -0.5 -0.5 -0.50
C -11.370 2.274 -1.890 0.1 0.2 0.0 -0.06
O -9.490 1.663 -0.503 0.1 0.2 0.2 -0.07
H -11.347 -0.263 -0.759 -0.1 0.1 -0.1 0.08
H -11.246 0.252 0.919 0.0 0.0 0.0 0.07
H -12.675 0.668 -0.043 0.0 0.0 0.0 0.08
H -11.125 2.630 0.213 0.2 0.0 0.0 0.14
H -11.121 1.513 -2.637 -0.1 -0.1 0.1 0.08
H -10.866 3.193 -2.186 -0.1 0.0 0.0 0.06
H -12.447 2.442 -1.913 0.0 0.0 0.0 0.08
H -9.277 0.968 -1.137 0.0 0.1 0.0 0.09
C -8.179 6.347 -3.313 -0.1 -0.1 -0.2 -0.06
C -9.465 6.691 -2.577 0.5 -0.1 0.3 -0.50
C -9.221 7.730 -1.493 -0.2 0.1 0.0 -0.06
O -10.024 5.510 -2.001 -0.2 0.0 -0.1 -0.07
H -7.443 5.924 -2.623 0.0 0.1 0.1 0.08
H -8.367 5.597 -4.083 0.0 0.0 0.0 0.08
H -7.744 7.229 -3.785 0.0 0.0 0.0 0.08
H -10.202 7.068 -3.286 -0.1 -0.1 0.0 0.14
H -8.518 7.349 -0.748 0.1 0.0 -0.1 0.08
H -10.150 7.962 -0.971 0.0 0.0 -0.1 0.08
H -8.817 8.652 -1.912 0.0 0.0 0.0 0.08
H -9.386 5.158 -1.368 0.0 0.0 0.0 0.09
C 7.002 3.902 1.039 0.1 0.0 0.2 -0.07
C 7.953 3.429 -0.050 -0.6 0.1 -0.2 -0.50
C 7.584 4.018 -1.404 0.2 0.0 -0.1 -0.06
O 7.935 2.003 -0.122 0.2 -0.1 0.0 -0.06
H 5.979 3.585 0.819 0.0 0.1 -0.1 0.08
H 7.275 3.467 2.001 0.0 0.0 0.0 0.08
H 7.015 4.989 1.131 0.0 0.0 0.0 0.08
H 8.974 3.713 0.207 0.0 -0.2 0.0 0.14
H 6.578 3.705 -1.699 0.0 0.0 0.1 0.08
H 8.268 3.667 -2.177 0.0 0.0 0.0 0.07
H 7.614 5.109 -1.382 0.0 0.0 0.0 0.08
H 7.037 1.733 -0.348 0.0 0.0 0.1 0.07
C 8.364 1.600 -7.139 -0.2 0.0 -0.1 -0.06
C 8.503 2.806 -6.223 0.4 -0.4 0.0 -0.50
C 9.950 3.264 -6.125 0.0 0.2 0.1 -0.06
O 8.007 2.486 -4.923 -0.2 0.2 0.0 -0.07
H 8.942 0.755 -6.753 0.1 0.1 0.0 0.08
H 7.323 1.280 -7.195 0.0 0.0 0.0 0.08
H 8.714 1.825 -8.148 0.0 0.0 0.0 0.08
H 7.885 3.623 -6.597 -0.1 0.0 0.1 0.14
H 10.577 2.471 -5.708 0.0 -0.1 -0.1 0.08
H 10.035 4.125 -5.461 0.0 0.0 0.0 0.08
H 10.346 3.539 -7.104 0.0 0.0 0.0 0.08
H 8.541 1.764 -4.573 0.0 0.1 0.0 0.08

# 6
17
Properties=species:S:1:pos:R:3:forces:R:3:lowdin_charge:R:1 method="wB97M-V/def2-TZVPD" homo_energy_ev=-7.59 smiles="CC(C)=C(C)N"
C -0.329 -0.558 1.831 -0.5 0.8 -0.2 -0.07
C -0.110 0.192 0.535 -0.8 0.2 -0.2 -0.31
C -0.135 1.696 0.576 0.6 0.5 0.8 -0.08
C -0.037 -0.454 -0.629 1.3 0.0 -0.1 -0.39
C 0.265 0.198 -1.948 -0.4 0.0 -0.1 -0.04
N 0.056 -1.848 -0.701 -0.4 -0.5 0.0 0.08
H -1.293 -1.070 1.780 0.1 -0.4 0.0 0.08
H 0.470 -1.237 2.123 0.0 -0.1 0.0 0.07
H -0.473 0.186 2.615 0.3 -0.2 0.2 0.06
H -0.758 2.228 -0.138 0.0 -0.3 -0.3 0.07
H -0.446 2.048 1.557 -0.3 -0.1 0.2 0.06
H 0.880 2.107 0.519 0.0 0.0 -0.4 0.08
H -0.306 -0.279 -2.746 0.2 -0.2 0.0 0.08
H 1.336 0.076 -2.127 0.0 0.1 -0.3 0.09
H 0.003 1.251 -2.014 0.2 0.0 0.3 0.07
H 0.197 -2.326 0.175 0.0 0.1 0.0 0.07
H 0.680 -2.211 -1.405 -0.1 0.1 -0.1 0.08

Result set for energy above the lowest of the compared OMol25 structures with the same formula, charge and spin: 118.9 87.7 412.5 120.9 0.0 47.0 kJ/mol, one per record in the order listed.
Result set for energy: -4696.28240 -1149.08445 -779.77316 -1147.76053 -2508.77303 -251.84463 Ha, one per record in the order listed.